Record 1
Density functional theory data (the ωB97M-V functional and the def2-TZVPD basis) for C4H6BrNO2S as an isolated structure.

## Properties
E_HOMO ... -11.18 eV
HOMO-LUMO gap ... 11.2 eV
Total charge ... 0

Each line ends with the Mulliken charge.
CARTESIAN COORDINATES (ANGSTROEM)
C  -1.62211  0.79691  0.63113  0.132
C  0.06734  -0.80110  1.44281  -1.196
C  1.15133  1.09026  -0.88268  -0.928
C  -0.82367  -0.54278  0.26912  0.205
N  -2.37558  1.64080  0.73550  -0.418
O  1.11233  -1.49154  -1.20702  -0.632
O  -0.60094  -0.17776  -2.31770  -0.608
S  0.23232  -0.36887  -1.19113  1.291
Br  -2.13553  -1.92827  -0.18681  0.040
H  0.57384  0.23303  1.77647  0.259
H  -0.57461  -1.00373  2.33092  0.394
H  0.74170  -1.54052  1.15854  0.478
H  1.16102  1.80005  -1.71599  0.343
H  0.88229  1.58709  0.09750  0.301
H  2.21027  0.70642  -0.94066  0.339

Force components x, y, z for each atom (eV/Å):
C 1.73 -3.88 -2.01
C -0.96 2.98 2.35
C 1.99 0.63 0.67
C -1.65 2.68 1.02
N -0.76 1.45 0.50
O 0.45 -0.40 0.59
O -0.89 0.47 -0.97
S -0.43 0.16 -0.84
Br 0.58 0.41 0.41
H -0.70 -2.40 -1.02
H 0.64 -0.43 -0.63
H 1.34 -1.33 0.22
H -0.90 -0.18 0.14
H 0.50 -0.59 -1.26
H -0.92 0.45 0.83



Record 2
Density functional theory data (the ωB97M-V functional and the def2-TZVPD basis) for C49H40N6O5Pt as an isolated structure.

## Properties
E_HOMO (spin up / spin down) ... -5.09 / -7.12 eV
2S+1 ... 3
HOMO-LUMO gap (spin up / spin down) ... 4.7 / 4.8 eV
Total charge ... 0

Each line ends with the Mulliken charge.
CARTESIAN COORDINATES (ANGSTROEM)
Pt  0.05810  0.02844  0.07299  1.047
C  6.83498  7.23494  -0.73283  -0.863
O  5.52310  7.13315  -1.25084  -0.466
C  4.80234  6.03054  -0.92052  1.021
C  5.22476  5.05819  -0.02492  -0.618
C  4.41109  3.95758  0.23191  -0.354
C  3.17762  3.81525  -0.38055  -0.947
C  2.75818  4.81408  -1.26530  0.062
C  3.55837  5.90278  -1.53945  -0.989
C  2.30138  2.63770  -0.13970  1.242
C  1.06690  2.88000  0.52165  0.451
C  0.68929  4.11836  1.07143  -1.466
C  -0.60192  3.97019  1.52956  -1.092
C  -0.97642  2.63856  1.26216  0.512
N  0.04556  1.97607  0.65508  -0.508
C  -2.28253  2.09585  1.51024  1.074
C  -2.65642  0.79176  1.24693  0.296
C  -3.93174  0.22082  1.62718  -1.274
C  -3.87901  -1.09113  1.33429  -1.395
C  -2.57640  -1.34637  0.76243  0.592
C  -2.12787  -2.59556  0.38602  0.872
C  -3.04167  -3.75440  0.57061  -0.878
C  -2.88843  -4.61742  1.65612  0.190
C  -3.74389  -5.68626  1.83457  -0.860
C  -4.76690  -5.92700  0.91956  1.047
O  -5.55797  -7.00189  1.17813  -0.464
C  -6.61751  -7.26267  0.27896  -0.858
C  -4.92392  -5.08289  -0.17253  -0.593
C  -4.06306  -4.00175  -0.33277  -0.132
C  -0.85939  -2.86263  -0.20066  0.459
N  0.06444  -1.91214  -0.52720  -0.378
C  1.06656  -2.55797  -1.18392  0.165
C  2.24669  -1.93883  -1.71591  1.152
C  3.04495  -2.74973  -2.66705  -0.554
C  4.38663  -3.06486  -2.44429  -0.312
C  5.09433  -3.84191  -3.34075  -0.842
C  4.47641  -4.32559  -4.48959  0.947
O  5.24957  -5.07582  -5.31696  -0.463
C  4.59802  -5.78454  -6.35456  -0.859
C  3.13873  -4.02581  -4.72769  -0.616
C  2.43851  -3.24777  -3.81662  -0.580
C  2.63930  -0.64084  -1.44164  0.539
C  3.83474  -0.02024  -1.96451  -1.353
C  3.86795  1.24162  -1.49710  -1.423
C  2.68255  1.43088  -0.69722  0.401
N  1.95649  0.26549  -0.66887  -0.503
C  0.79003  -3.93714  -1.25560  -1.312
C  -0.42640  -4.12884  -0.63366  -1.186
N  -1.86618  -0.17934  0.69988  -0.267
C  -3.31237  3.01757  2.05190  -0.302
C  -4.41710  3.36094  1.28453  -0.536
C  -5.38121  4.24742  1.75434  -0.616
C  -5.25052  4.78752  3.02700  0.991
O  -6.13473  5.65327  3.58861  -0.460
C  -7.28331  5.99263  2.83527  -0.849
C  -4.15385  4.43907  3.81470  -0.844
C  -3.19280  3.57820  3.32593  -0.224
H  7.27117  8.12020  -1.18656  0.248
H  7.43715  6.36215  -0.99709  0.350
H  6.83043  7.35679  0.35342  0.330
H  6.17674  5.14094  0.47966  0.393
H  4.74607  3.20949  0.94100  0.458
H  1.79088  4.72142  -1.74423  0.506
H  3.24455  6.66685  -2.23887  0.416
H  1.30918  4.99830  1.11732  0.511
H  -1.22486  4.71821  1.99009  0.523
H  -4.73906  0.76834  2.08416  0.473
H  -4.63615  -1.84026  1.49803  0.439
H  -2.09643  -4.43048  2.37155  0.527
H  -3.64676  -6.34414  2.68880  0.419
H  -7.13227  -8.13817  0.66475  0.245
H  -6.24658  -7.47949  -0.72612  0.336
H  -7.31916  -6.42582  0.23271  0.336
H  -5.71086  -5.24364  -0.89504  0.393
H  -4.19294  -3.33668  -1.17848  0.468
H  4.86858  -2.72539  -1.53554  0.578
H  6.13142  -4.09720  -3.16415  0.414
H  5.35788  -6.40601  -6.81920  0.249
H  4.18082  -5.11052  -7.10652  0.317
H  3.80246  -6.42050  -5.95818  0.365
H  2.63718  -4.38841  -5.61345  0.379
H  1.39821  -3.01373  -4.00433  0.490
H  4.54422  -0.50108  -2.61606  0.538
H  4.61294  1.99774  -1.68124  0.486
H  1.43450  -4.68239  -1.69235  0.533
H  -0.95584  -5.05482  -0.47947  0.531
H  -4.51941  2.93630  0.29301  0.503
H  -6.21582  4.50241  1.11724  0.391
H  -7.88543  6.63233  3.47383  0.244
H  -7.86107  5.10533  2.56533  0.339
H  -7.01757  6.53911  1.92662  0.335
H  -4.08400  4.85636  4.81114  0.416
H  -2.34252  3.31749  3.94469  0.559
N  1.69117  -1.45496  4.48561  -0.533
C  1.43027  -0.95431  3.22574  0.484
N  2.45190  -0.23661  2.66463  -0.254
O  0.37137  -1.15291  2.65975  -0.383
H  2.38581  -1.00375  5.05552  0.192
H  0.88413  -1.80731  4.96982  0.274
H  3.38937  -0.34603  3.00640  0.232
H  2.33428  -0.01272  1.68727  0.129

Force components x, y, z for each atom (eV/Å):
Pt -0.05 0.25 -0.61
C 0.02 0.05 0.01
O 0.04 0.03 -0.05
C -0.07 -0.07 0.02
C 0.07 -0.03 0.02
C 0.00 0.02 0.06
C -0.02 0.03 0.06
C 0.01 0.00 0.02
C 0.00 0.01 -0.02
C -0.09 0.00 -0.11
C 0.03 0.09 0.03
C 0.08 -0.01 0.02
C -0.11 -0.03 0.04
C 0.04 0.20 -0.04
N -0.06 -0.06 0.07
C -0.05 -0.17 -0.08
C 0.02 0.16 0.07
C -0.02 -0.03 -0.04
C -0.03 0.04 0.03
C 0.00 0.01 -0.02
C 0.07 0.06 0.00
C -0.01 -0.03 0.01
C -0.01 0.04 0.00
C 0.02 -0.02 0.07
C 0.05 0.07 -0.04
O -0.04 -0.04 0.00
C -0.02 -0.04 0.01
C -0.05 0.02 -0.01
C 0.02 0.02 0.02
C 0.02 -0.08 -0.08
N 0.10 0.04 0.11
C 0.03 -0.14 -0.05
C -0.13 0.12 -0.01
C -0.01 -0.08 0.07
C -0.04 -0.07 0.04
C 0.10 0.04 0.04
C -0.10 0.04 0.00
O 0.02 -0.08 0.01
C 0.01 0.01 -0.03
C 0.02 -0.01 -0.02
C 0.04 0.03 0.02
C 0.06 -0.08 -0.05
C -0.01 -0.01 -0.02
C 0.05 0.01 0.02
C -0.07 -0.05 0.03
N 0.05 -0.02 0.03
C 0.10 0.02 -0.01
C -0.07 -0.01 0.09
N 0.01 -0.10 0.15
C 0.05 0.04 -0.01
C 0.06 0.03 0.03
C -0.02 -0.05 -0.05
C 0.02 -0.04 -0.02
O -0.05 0.00 0.01
C 0.01 0.02 0.00
C 0.00 0.01 0.02
C -0.03 -0.03 0.05
H -0.01 0.01 0.00
H -0.01 -0.01 -0.01
H -0.02 -0.02 0.01
H -0.01 -0.01 0.00
H -0.01 -0.02 -0.04
H 0.02 0.00 0.00
H 0.00 0.00 0.02
H -0.02 -0.01 -0.02
H 0.01 -0.01 -0.02
H 0.02 -0.01 0.01
H 0.02 0.00 0.00
H 0.00 -0.01 -0.01
H 0.02 -0.01 -0.03
H 0.00 0.00 0.00
H 0.02 0.01 0.00
H 0.01 0.02 0.00
H 0.01 0.00 -0.01
H 0.00 -0.03 -0.01
H 0.01 0.03 -0.02
H -0.02 0.00 0.01
H 0.01 0.00 0.00
H 0.00 0.03 0.01
H 0.00 0.01 0.00
H -0.01 0.02 0.01
H 0.00 -0.03 0.00
H -0.02 0.03 -0.01
H -0.03 0.00 -0.03
H -0.04 0.02 -0.01
H -0.01 0.02 -0.07
H -0.01 0.03 0.00
H 0.00 0.00 0.02
H 0.00 0.01 0.01
H 0.00 -0.01 0.02
H 0.02 -0.01 -0.01
H 0.03 0.00 -0.02
H 0.00 0.00 -0.02
N 0.14 0.00 -0.01
C -0.08 -0.11 -0.01
N 0.00 0.09 0.02
O -0.03 -0.13 0.31
H -0.03 0.02 0.01
H -0.04 0.02 -0.02
H 0.02 -0.03 -0.02
H 0.01 -0.03 0.00



Record 3
Density functional theory data (the ωB97M-V functional and the def2-TZVPD basis) for C10H26AgBr2N2O3 as an isolated structure.

## Properties
E_HOMO (spin up / spin down) ... -7.60 / -7.45 eV
2S+1 ... 2
HOMO-LUMO gap (spin up / spin down) ... 6.3 / 3.6 eV
Total charge ... 0

Each line ends with the Mulliken charge.
CARTESIAN COORDINATES (ANGSTROEM)
Ag  -1.80477  0.28408  -2.61142  0.736
Br  -0.50649  1.60294  -6.03605  -0.048
Br  -3.42265  3.45629  -2.04137  -0.736
C  2.24574  4.06670  -1.41938  -1.647
C  2.31173  2.59779  -1.82935  0.382
C  3.72862  2.10832  -1.51238  -0.831
O  3.84562  1.94900  -0.11175  -0.351
C  5.14604  1.96145  0.38457  -0.836
N  1.38616  1.74580  -1.15430  -0.499
H  1.23086  4.45841  -1.48777  0.421
H  2.81893  4.83545  -1.93761  0.408
H  2.62122  4.30080  -0.42324  0.389
H  2.16085  2.73690  -2.89986  0.188
H  4.48213  2.70487  -2.02662  0.488
H  3.93686  1.12578  -1.93587  0.375
H  5.82036  1.38482  -0.24860  0.334
H  5.22804  1.55475  1.39252  0.253
H  5.61058  2.94750  0.38742  0.311
H  1.00123  2.48796  -0.58762  0.290
H  1.94527  1.34896  -0.41268  0.351
C  -2.88367  -1.66786  4.84010  -0.778
O  -2.70679  -1.27255  3.46594  -0.345
C  -3.78629  -1.45773  2.63729  -0.545
C  -3.45552  -0.77880  1.24697  -0.843
N  -2.14191  -1.15000  0.73592  -0.186
C  -1.95361  -2.60317  0.66710  -0.527
C  -0.76264  -3.02001  -0.36644  -0.819
O  -0.77345  -2.24025  -1.55361  -0.189
C  0.10056  -2.84186  -2.51843  -0.834
H  -3.42392  -0.80540  5.23049  0.303
H  -1.92511  -1.96068  5.26847  0.246
H  -3.45636  -2.59212  4.91689  0.319
H  -4.67900  -0.94867  3.00065  0.490
H  -4.11687  -2.49535  2.59058  0.363
H  -3.57407  0.30176  1.32727  0.395
H  -4.27410  -1.10436  0.60508  0.341
H  -1.68059  -0.89194  1.59655  0.297
H  -2.80665  -3.06951  0.17419  0.316
H  -1.77529  -3.04771  1.64622  0.322
H  -0.80168  -4.08984  -0.57150  0.422
H  0.17785  -2.77464  0.12687  0.369
H  0.24847  -2.21496  -3.39776  0.239
H  -0.39128  -3.69549  -2.98479  0.352
H  1.05560  -3.23741  -2.17269  0.316

Force components x, y, z for each atom (eV/Å):
Ag -0.15 0.82 0.72
Br -0.10 -0.03 0.23
Br 0.61 -1.14 -0.28
C -0.33 1.43 1.11
C 2.79 1.68 -1.09
C 0.16 -0.91 -1.10
O -0.24 0.66 0.36
C 1.20 -0.03 -0.31
N -0.85 0.72 0.81
H -0.27 -0.21 0.12
H 0.31 -0.66 -1.06
H -0.35 -0.65 0.58
H 0.00 -1.16 -0.35
H 0.18 0.75 0.65
H -0.37 -0.46 -0.27
H 0.02 -0.45 -0.14
H -0.52 -0.01 -0.05
H -0.30 0.45 0.09
H -1.73 -0.35 0.41
H 0.07 -0.91 0.10
C -0.41 0.11 -1.39
O 1.60 -0.61 0.78
C -0.98 1.11 -1.13
C -1.64 -1.42 0.65
N -0.15 -0.06 0.71
C 0.92 -0.36 -2.68
C -0.56 1.53 2.10
O 0.33 -0.33 -0.76
C -0.85 -0.52 -0.92
H 0.24 -0.38 1.10
H 0.09 0.88 0.07
H -0.52 0.05 -0.14
H -0.23 0.38 0.30
H 0.41 -0.46 -0.37
H 0.44 -0.01 0.10
H 0.08 -0.06 -0.43
H 1.46 0.33 -0.22
H -0.48 0.11 0.41
H 0.08 -0.23 -0.10
H -0.18 -0.05 -0.10
H 0.27 -0.31 0.17
H 0.17 0.69 0.47
H -0.30 -0.43 0.27
H 0.07 0.54 0.56



Record 4
Density functional theory data (the ωB97M-V functional and the def2-TZVPD basis) for one molecule with the formula C5H9N.

## Properties
E_HOMO ... -7.30 eV
HOMO-LUMO gap ... 8.4 eV
Structure (SMILES) ... C=C/C=C/NC
Total charge ... 0

Each line ends with the Mulliken charge.
CARTESIAN COORDINATES (ANGSTROEM)
C  -1.12075  -2.11720  -2.16763  -0.823
C  -0.18027  -1.35522  -1.59678  -0.047
C  -0.41149  -0.08540  -0.93477  -0.295
C  0.28309  0.31251  0.14454  -0.106
N  -0.00064  1.26215  1.07368  -0.222
C  0.90350  1.51663  2.18133  -0.804
H  -0.80771  -3.04228  -2.63012  0.261
H  -2.13488  -1.74100  -2.18499  0.262
H  0.81012  -1.77304  -1.43907  0.252
H  -1.26240  0.52425  -1.20454  0.304
H  1.12955  -0.31590  0.41421  0.148
H  -0.64197  2.02103  0.92474  0.221
H  1.66770  2.26483  1.92276  0.279
H  1.43860  0.61332  2.47939  0.289
H  0.32755  1.91532  3.01726  0.283

Force components x, y, z for each atom (eV/Å):
C 0.78 0.73 0.02
C -0.09 -0.32 0.51
C -0.29 0.83 0.34
C 0.13 -1.09 -0.30
N 0.38 0.41 0.71
C 0.27 0.47 -0.32
H -0.46 -0.14 0.04
H -0.13 -0.30 -0.34
H 0.14 0.00 -0.29
H -0.35 -0.14 -0.22
H 0.07 0.13 0.18
H -0.23 -0.29 -0.51
H -0.04 -0.07 0.07
H -0.29 -0.02 0.02
H 0.11 -0.19 0.09



Computed molecular weight (g mol⁻¹) in order:
212.1 988.0 490.0 83.1
Computed F_max (eV/A) in order:
4.70 0.66 3.43 1.14